{"formula": "C4H5N3O", "method": "the ωB97M-V functional and the def2-TZVPD basis", "smiles": "C#CC(/C=N\\O)=N\\N", "orbital_gap_ha": 0.3289, "relative_energy_kj_mol": 687.4, "charge": 0, "species": ["C", "C", "C", "C", "H", "H", "H", "H", "H", "N", "N", "N", "O"], "xyz": [[0.149736, -0.285414, -0.056997], [1.400124, -1.190692, -0.231143], [-1.156413, -0.765740, 0.043959], [-2.349186, -1.097849, -0.151872], [-0.907646, 2.393763, 0.606936], [-1.726364, 0.902252, 0.256592], [1.427553, -2.242042, 0.173215], [1.952006, 1.123935, -0.150531], [-3.399885, -1.334060, -0.050276], [-1.013173, 1.648512, -0.193750], [0.210762, 1.021546, -0.164684], [2.585724, -0.750457, -0.014230], [2.826758, 0.576248, -0.067221]], "forces_ev_per_a": [[2.175, 0.565, -1.387], [-0.974, 0.325, 3.105], [-5.314, -3.551, -1.166], [3.678, 0.929, 1.439], [-0.410, -1.196, -2.316], [1.316, 2.502, -1.396], [-0.973, 0.862, -1.216], [1.309, -1.193, 0.068], [0.568, 0.018, -0.281], [-1.133, 0.638, 4.232], [0.580, -1.477, -0.137], [0.385, 0.656, -0.911], [-1.206, 0.921, -0.034]]}

=====

{"formula": "C28H43BCl2N2O15P2S", "method": "the ωB97M-V functional and the def2-TZVPD basis", "smiles": "CC[C@@H](C)N1C(=O)c2c(CCCS(=O)(=O)O)c(PP(=O)(O)O)c([C@H](Cl)[C@H](C)Cl)c(B(O)N(C)C)c2C1=O.C[C@@H]1COC(=O)O1.C[C@@H]1COC(=O)O1", "orbital_gap_ha": 0.3112, "charge": 0, "species": ["C", "C", "C", "C", "N", "C", "O", "C", "C", "C", "C", "C", "S", "O", "O", "O", "C", "P", "P", "O", "O", "O", "C", "C", "Cl", "C", "C", "Cl", "C", "B", "O", "N", "C", "C", "C", "C", "O", "H", "H", "H", "H", "H", "H", "H", "H", "H", "H", "H", "H", "H", "H", "H", "H", "H", "H", "H", "H", "H", "H", "H", "H", "H", "H", "H", "H", "H", "H", "H", "C", "C", "C", "O", "C", "O", "O", "H", "H", "H", "H", "H", "H", "C", "C", "C", "O", "C", "O", "O", "H", "H", "H", "H", "H", "H"], "xyz": [[0.312237, 3.845027, 5.857804], [0.507602, 2.325943, 5.764905], [-0.611969, 1.580917, 5.022624], [-1.929378, 1.507862, 5.791858], [-0.749185, 2.119331, 3.646846], [-0.216119, 1.366434, 2.586535], [0.841304, 0.782227, 2.629989], [-1.269309, 1.460346, 1.493875], [-1.388873, 0.821963, 0.301570], [-0.312951, -0.148773, -0.112318], [1.095053, 0.494073, -0.250439], [1.772352, 0.042926, -1.559656], [3.514964, 0.458552, -1.547681], [4.026549, 0.542575, -0.214531], [4.196363, -0.511692, -2.334425], [3.646220, 1.882197, -2.267116], [-2.511628, 1.137929, -0.474117], [-2.718654, 0.274469, -2.084654], [-2.878864, -1.843770, -1.554227], [-2.752229, -2.068337, -0.118800], [-4.275965, -2.419899, -2.099565], [-1.723129, -2.712082, -2.298524], [-3.470640, 2.036834, -0.068095], [-4.642429, 2.316590, -0.978382], [-4.713896, 4.043241, -1.480266], [-6.008068, 1.814265, -0.439241], [-5.923785, 0.843011, 0.736870], [-6.804554, 0.907847, -1.814528], [-3.318198, 2.644028, 1.178160], [-4.345022, 3.673498, 1.868233], [-5.025721, 3.149343, 2.969121], [-4.546000, 5.031536, 1.443419], [-5.229338, 5.824982, 2.493327], [-3.194455, 5.661697, 1.268401], [-2.229243, 2.354339, 1.918266], [-1.833281, 2.899768, 3.277666], [-2.321868, 3.839767, 3.886006], [0.454266, 4.345503, 4.903436], [1.044536, 4.231778, 6.568231], [-0.680456, 4.051795, 6.259651], [0.678080, 1.868300, 6.741627], [1.415969, 2.153575, 5.179910], [-0.255815, 0.554646, 4.902480], [-2.230664, 2.521728, 6.061200], [-1.737966, 0.995809, 6.733816], [-2.726775, 1.037048, 5.219030], [-0.261342, -0.913167, 0.664118], [-0.536543, -0.680388, -1.030800], [1.707853, 0.097570, 0.549413], [1.074510, 1.583864, -0.210538], [1.279962, 0.460142, -2.436450], [1.763844, -1.048236, -1.582449], [4.072469, 2.471047, -1.625929], [-1.544784, 0.400906, -2.856575], [-4.470584, -1.948413, -2.925046], [-1.374325, -2.206701, -3.046400], [-4.466930, 1.788750, -1.906445], [-6.658854, 2.665592, -0.262771], [-5.101995, 0.133454, 0.661577], [-5.938008, 1.407786, 1.669000], [-6.841660, 0.254470, 0.728444], [-4.681705, 3.554681, 3.774492], [-5.554268, 6.767744, 2.049313], [-6.133489, 5.330640, 2.846779], [-4.589778, 6.017521, 3.361252], [-2.901876, 5.674924, 0.216270], [-2.405741, 5.133376, 1.805581], [-3.184395, 6.673066, 1.666153], [6.473829, -2.003920, -2.730555], [7.374918, -3.221779, -2.775619], [7.813456, -3.642682, -4.152860], [8.076065, -5.045706, -3.966522], [7.254717, -5.455153, -2.963623], [7.059816, -6.594410, -2.677684], [6.676070, -4.406306, -2.346622], [6.993986, -1.153972, -2.290803], [6.152437, -1.693750, -3.724655], [5.589937, -2.203964, -2.138323], [8.232011, -3.095948, -2.108638], [8.698595, -3.117586, -4.504429], [7.016564, -3.549863, -4.894589], [2.065174, -7.581473, -3.837822], [2.558023, -6.154006, -4.000336], [3.719342, -5.773660, -3.121959], [3.570281, -4.344450, -3.047187], [2.247981, -4.080057, -3.179128], [1.746054, -3.019357, -2.976101], [1.571587, -5.189811, -3.570881], [2.308149, -8.168594, -4.722698], [2.537901, -8.078747, -2.990020], [0.986778, -7.612441, -3.693270], [2.772176, -5.946949, -5.052146], [4.683007, -6.047738, -3.540920], [3.639713, -6.175455, -2.109897]], "forces_ev_per_a": [[-0.056, -0.614, 0.744], [0.223, 0.226, -0.698], [0.876, 0.042, 0.564], [0.391, 0.941, -0.028], [-0.167, -0.153, 1.182], [-0.339, -0.319, -0.482], [-0.960, 0.244, 0.125], [0.939, 0.345, 1.025], [0.823, -0.663, -0.637], [0.458, 0.190, 0.176], [0.146, -0.474, -0.495], [-0.285, 0.470, 0.840], [0.684, -1.553, 0.149], [-0.501, 1.047, 0.525], [-0.371, 0.213, -1.201], [-0.319, -0.086, 0.357], [0.958, -1.356, -1.078], [-1.308, 0.395, -1.040], [1.022, -1.549, 0.919], [-0.357, 0.285, 0.597], [0.588, 0.976, -0.514], [-0.683, 1.101, -0.411], [-0.244, 0.407, -0.195], [-0.291, -0.073, 0.173], [0.018, -0.228, -0.087], [0.345, -0.428, -0.425], [-0.912, 0.268, -0.130], [0.003, 0.262, 0.008], [-1.890, 1.765, -0.078], [-0.526, -0.231, -0.142], [0.273, -0.173, -0.230], [1.476, 0.093, 2.269], [-0.780, 0.052, -0.535], [0.078, -0.197, -0.977], [0.799, 0.164, 0.717], [-0.373, 0.060, -0.725], [0.296, -1.125, -0.357], [-0.148, -0.041, -0.060], [-0.022, 0.171, -0.092], [0.034, 0.319, -0.137], [-0.184, 0.081, 0.052], [0.041, -0.143, 0.128], [-0.006, 0.052, -0.266], [-0.271, -0.093, -0.063], [-0.108, -0.276, -0.136], [0.009, -0.141, 0.095], [-0.015, -0.058, -0.057], [-0.222, 0.082, 0.044], [0.078, 0.440, 0.180], [-0.070, -0.012, 0.216], [0.243, -0.083, -0.188], [0.183, 0.041, -0.384], [-0.027, 0.092, -0.032], [0.293, -0.252, 0.540], [-0.469, -0.272, -0.014], [0.327, -0.415, -0.124], [-0.048, 0.112, 0.018], [-0.056, -0.091, 0.213], [0.158, 0.173, 0.077], [0.461, -0.181, 0.083], [0.010, 0.010, 0.078], [-0.294, 0.108, 0.080], [0.183, 0.121, 0.143], [0.074, -0.128, -0.105], [0.037, 0.035, -0.069], [-0.121, 0.118, 0.004], [-0.071, -0.005, 0.078], [-0.221, 0.100, -0.196], [0.333, -0.034, -0.045], [-0.343, 0.684, -0.069], [0.271, -0.105, -0.091], [-0.182, 0.120, 0.161], [0.065, -0.175, 0.009], [-0.037, -0.119, -0.074], [0.248, -0.250, -0.082], [-0.042, -0.030, 0.074], [-0.133, -0.130, 0.010], [0.024, -0.060, 0.030], [0.044, -0.108, -0.057], [0.108, -0.216, 0.009], [-0.066, 0.136, 0.094], [0.077, -0.139, -0.022], [-0.260, -0.519, 0.140], [0.271, 0.129, -0.124], [-0.290, -0.006, -0.022], [0.064, -0.178, 0.036], [-0.107, 0.105, -0.001], [0.231, 0.329, -0.040], [-0.054, 0.019, -0.009], [-0.070, 0.091, 0.080], [-0.004, 0.084, -0.043], [0.052, 0.106, 0.042], [0.051, 0.182, 0.043], [-0.064, -0.105, -0.058]]}